[1]
{
  "formula": "C3H9BLuNO5P",
  "method": "ωB97M-V/def2-TZVPD",
  "energy_ha": -2150.904864,
  "de_lowest_ev": 3.0029,
  "orbital_gap_ev": 4.27,
  "e_lumo_ev": -16.24,
  "homo_energy_ha": -0.754,
  "total_charge": 3,
  "multiplicity": 1,
  "species": ["C", "C", "B", "O", "O", "C", "O", "N", "O", "P", "O", "H", "H", "H", "H", "H", "H", "H", "H", "H", "Lu"],
  "coordinates": [[3.093799, -0.531611, 0.413034], [2.308708, 0.869248, 0.155680], [0.982449, 0.676968, -0.675434], [0.910883, 1.189172, -1.963287], [-0.118222, 0.030576, 0.030649], [-1.089484, 0.963484, 0.481474], [-0.866641, 1.865611, 1.180186], [-2.396594, 0.671239, -0.025077], [-3.416906, 1.167237, 0.727697], [-2.562590, -1.044800, -0.178249], [-2.600328, -1.640393, 1.212558], [2.524245, -1.611164, 0.373494], [3.287403, -0.677228, -0.650413], [2.957594, -0.534678, 1.494009], [3.049982, 1.539916, -0.391841], [2.107688, 1.471932, 1.079331], [0.732545, 0.509582, -2.640453], [-3.239471, 1.058811, 1.689010], [-3.752517, -1.418724, -0.896020], [-1.419960, -1.560008, -0.944681], [-0.492581, -2.995169, -0.471667]],
  "forces_ev_per_a": [[-4.7699, 0.9485, -1.2064], [0.9904, 0.9641, 0.3922], [1.3354, 1.6113, -1.0678], [-0.2447, -2.1320, 1.5749], [-0.9895, -0.4289, -0.8500], [-0.4207, 0.2362, -0.4301], [0.4966, 0.3498, 0.4315], [2.0766, -1.8116, -0.5378], [-0.8910, 0.0674, -0.1244], [-3.9699, 2.0371, 3.1013], [2.0372, -1.5439, -2.2289], [-0.7759, 0.3191, -0.0943], [2.5870, -0.3304, 0.6275], [2.2131, -0.3948, 0.3634], [-0.9722, -0.9649, 0.2498], [0.0652, -0.9827, -0.3359], [-0.3076, 0.9074, -0.2130], [0.1106, -0.0111, -0.1826], [0.8692, 0.3614, -0.2624], [-0.9169, 1.4874, -1.5817], [1.4772, -0.6896, 2.3747]]
}


[2]
{
  "formula": "C9H9ClFN5O4S2",
  "method": "ωB97M-V/def2-TZVPD",
  "energy_ha": -2279.137611,
  "orbital_gap_ev": 3.88,
  "e_lumo_ev": -2.73,
  "homo_energy_ha": -0.243,
  "multiplicity": 1,
  "species": ["O", "S", "O", "F", "N", "N", "C", "Cl", "N", "C", "N", "S", "C", "C", "C", "C", "C", "N", "H", "H", "H", "H", "H", "H", "C", "C", "O", "O", "H", "H", "H"],
  "coordinates": [[0.826317, -3.496485, -0.172566], [-0.347923, -2.701351, 0.359405], [-1.606822, -3.427975, 0.019117], [-0.203705, -2.704636, 2.045442], [-0.215943, -1.123907, -0.283080], [-1.260579, -0.789002, -1.101501], [-1.164624, 0.559344, -1.618589], [-2.332711, 1.401245, -2.677369], [0.072599, 1.007497, -1.015448], [0.708121, -0.014034, -0.203962], [1.851967, -0.024854, 0.481534], [2.579318, -1.292772, 1.392334], [2.620048, 1.268713, 0.445118], [3.058286, 1.938089, -0.862692], [3.859018, 3.273127, -0.979057], [4.218592, 3.848213, 0.442519], [3.726249, 3.017069, 1.641197], [2.965583, 1.827779, 1.698100], [-2.085590, -1.347070, -1.397773], [2.967656, -2.352882, 0.580675], [2.759840, 1.418794, -1.844245], [4.149874, 3.770332, -1.956332], [4.837959, 4.809315, 0.549824], [4.030819, 3.442027, 2.669708], [-4.910053, -2.029618, 0.791021], [-5.464113, -1.387502, -0.479557], [-4.747263, -1.514525, -1.511078], [-6.565304, -0.811578, -0.341736], [-3.948061, -2.515683, 0.605043], [-4.769074, -1.266421, 1.561292], [-5.610483, -2.781248, 1.162651]],
  "forces_ev_per_a": [[-2.7506, 3.6866, 2.2005], [1.1159, -8.5439, -0.9933], [2.8911, 4.0803, 1.4262], [-0.4622, 1.0636, -3.5338], [0.1629, 0.8914, 0.4442], [-2.2591, 4.2473, -3.0929], [3.8730, -3.1551, 4.2660], [2.3555, -1.8064, 2.1746], [-0.3955, -1.3749, -0.0111], [-5.0048, 0.2230, -2.9449], [1.0087, 2.2087, -1.3168], [-0.0226, -0.5519, 0.9626], [2.6293, 3.8887, -0.6316], [0.3538, 0.6953, 0.6185], [-1.2666, -2.1154, 5.4401], [-2.0008, -3.5041, -1.8316], [0.4098, 0.7383, -1.1718], [0.8555, 1.2048, -3.8764], [0.1144, -0.6420, 0.8864], [-0.5723, 1.2468, -0.4200], [0.4742, 0.9027, 1.7264], [-0.5194, -0.9417, 1.4462], [-1.1823, -1.7711, 0.0467], [-0.6972, -0.9118, -1.7756], [0.4378, -0.2788, 0.3189], [-0.6405, 0.3008, 0.4641], [0.6653, 0.3818, -0.4665], [0.6860, -0.2328, -0.4796], [-0.1012, -0.0234, 0.0153], [-0.1678, -0.0453, 0.0396], [0.0095, 0.1382, 0.0697]]
}


[3]
{
  "formula": "C2H2N2O",
  "method": "ωB97M-V/def2-TZVPD",
  "energy_ha": -262.099423,
  "de_lowest_ev": 1.7550,
  "orbital_gap_ev": 11.51,
  "e_lumo_ev": 0.97,
  "homo_energy_ha": -0.387,
  "multiplicity": 1,
  "species": ["C", "C", "H", "H", "N", "N", "O"],
  "coordinates": [[-0.655340, 0.708174, 0.325081], [0.322027, -0.897232, -0.385836], [-1.344715, 1.367976, 0.809945], [0.674047, -1.873267, -0.537287], [-0.838871, -0.506941, -0.012271], [0.606495, 1.136468, 0.080374], [1.236358, 0.064821, -0.280008]],
  "forces_ev_per_a": [[2.5272, 4.9593, 0.2921], [0.8261, -0.3137, 0.4798], [-0.3886, 0.1987, -0.2258], [0.2701, -1.0315, -0.6115], [-1.5034, -4.0327, -0.5126], [-2.6252, 2.3705, 2.2208], [0.8938, -2.1505, -1.6428]]
}


[4]
{
  "formula": "C19H43N2O2P3Pr",
  "method": "ωB97M-V/def2-TZVPD",
  "energy_ha": -2549.889565,
  "de_lowest_ev": 1.2405,
  "orbital_gap_ev": [4.20, 4.38],
  "e_lumo_ev": [-10.23, -10.05],
  "s2": 2.003,
  "homo_energy_ha": [-0.530, -0.530],
  "total_charge": 3,
  "multiplicity": 3,
  "species": ["Pr", "P", "P", "P", "H", "C", "C", "H", "C", "C", "C", "C", "C", "C", "C", "C", "C", "H", "H", "H", "H", "H", "H", "H", "H", "H", "H", "H", "H", "H", "H", "H", "H", "H", "H", "H", "H", "H", "H", "H", "H", "H", "H", "H", "H", "H", "C", "C", "C", "C", "C", "C", "O", "H", "H", "H", "H", "H", "H", "C", "N", "C", "N", "O", "H", "H", "H", "H", "H", "H"],
  "coordinates": [[0.341793, 0.949378, 0.318808], [-0.167435, 0.472293, 3.192916], [2.020149, -1.319797, 0.057738], [-1.883549, -0.971779, 0.477033], [-0.872142, 2.876251, -1.317314], [-1.761687, 2.547684, -0.762189], [-2.001914, 2.887780, 0.536524], [-1.369069, 3.583973, 1.120864], [0.733881, 1.595909, 4.320059], [0.332788, -1.122553, 3.935631], [-1.820178, 0.635323, 3.977097], [2.449703, -1.506502, -1.704524], [3.664296, -0.995099, 0.732540], [1.817217, -3.074475, 0.466633], [-3.605669, -0.368624, 0.582725], [-1.960693, -2.449385, 1.541127], [-1.950534, -1.787596, -1.161776], [-2.517635, 2.023702, -1.350907], [-2.917655, 2.563060, 1.056967], [0.494026, 2.651545, 4.133678], [1.818277, 1.459972, 4.230506], [0.435941, 1.348622, 5.348505], [1.408837, -1.284945, 3.795243], [-0.212022, -1.963625, 3.492250], [0.116220, -1.092856, 5.012448], [-2.216273, 1.647424, 3.819628], [-1.694849, 0.470068, 5.055808], [-2.538008, -0.096918, 3.585337], [3.251366, -2.234956, -1.898322], [2.690331, -0.539581, -2.170656], [1.514715, -1.891172, -2.125639], [4.414901, -1.671546, 0.304501], [3.619046, -1.112721, 1.819647], [3.937831, 0.043065, 0.512328], [2.677187, -3.678861, 0.155425], [0.916094, -3.484021, 0.000865], [1.685023, -3.176349, 1.547288], [-4.257475, -1.124696, 0.124468], [-3.719683, 0.586007, 0.056621], [-3.892521, -0.222198, 1.630365], [-2.748369, -3.123944, 1.174299], [-2.184039, -2.166634, 2.576271], [-1.002336, -2.982765, 1.517492], [-2.834247, -2.439346, -1.227272], [-1.050821, -2.384356, -1.355965], [-2.010712, -1.014553, -1.935133], [-0.724246, -1.835710, -4.570952], [-0.171864, -2.163613, -5.826094], [-0.944229, -1.835815, -6.954520], [-2.227327, -1.240723, -6.800255], [-2.848719, -1.223143, -5.529286], [-2.112310, -1.683676, -4.418902], [0.081639, -1.415263, -3.522185], [1.027631, -1.329312, -3.795683], [0.815436, -2.645804, -5.861281], [-0.581468, -2.049302, -7.970702], [-2.776720, -0.834583, -7.667252], [-3.890194, -0.874754, -5.383550], [-2.564347, -1.885220, -3.445748], [4.139851, 3.533562, 0.708117], [3.140868, 4.202013, 1.539307], [1.854936, 3.862375, 1.649428], [1.082494, 4.596094, 2.484838], [1.322837, 2.867722, 1.029831], [3.761826, 2.585988, 0.303095], [5.033912, 3.342765, 1.311881], [4.451879, 4.194690, -0.109625], [3.409873, 5.009359, 2.095907], [0.092955, 4.379212, 2.551213], [1.475183, 5.382935, 2.982480]],
  "forces_ev_per_a": [[-0.3303, 1.0747, 0.2734], [-0.1245, -0.0928, 1.5540], [1.8289, -1.8632, -0.8149], [-0.9623, -1.0744, -0.4636], [-0.2572, 0.2759, 0.1494], [-0.4574, 0.4074, 1.2999], [-0.0609, 0.0339, -0.8573], [-0.1701, -0.6121, -0.5872], [0.2640, 0.3048, -0.0344], [0.2478, -0.3531, -0.3335], [-0.3453, 0.1487, -0.4962], [-0.7059, 0.3085, -0.3164], [0.0664, 0.5906, 0.6864], [-0.7875, -0.2669, 0.5984], [0.0140, 0.3067, 0.1609], [0.2125, -0.0503, 0.3856], [0.3467, 0.3339, 0.0456], [0.2594, -0.0646, 0.1759], [0.4209, 0.1872, -0.4491], [0.0708, -0.3482, 0.0710], [-0.1721, 0.0653, 0.0074], [0.1345, 0.0787, -0.2547], [-0.1930, -0.0269, 0.0784], [0.1814, 0.1953, 0.1366], [0.0846, 0.0330, -0.2825], [-0.0103, -0.2582, 0.0703], [-0.0309, 0.0326, -0.3009], [0.1574, 0.2271, 0.1254], [-0.1546, 0.3204, 0.3664], [0.0290, -0.2848, -0.0106], [0.3478, -0.0066, -0.2034], [-0.2582, 0.1414, 0.1121], [0.2837, 0.0153, -0.0731], [0.2215, -0.1522, 0.0572], [-0.0663, 0.3446, -0.0115], [0.1175, 0.0342, -0.0597], [0.0926, -0.1033, -0.0327], [0.0921, 0.2569, 0.1850], [-0.1191, -0.2872, 0.0427], [-0.0282, -0.0172, -0.2145], [0.1996, 0.2576, 0.0933], [-0.0007, -0.1849, -0.1986], [-0.2332, 0.0477, 0.0319], [0.2235, 0.2223, 0.1010], [-0.1881, 0.1405, -0.0168], [0.0277, -0.2199, 0.1514], [-0.2173, 0.2737, -1.3376], [-0.6294, 0.5809, 0.3258], [-0.7899, -0.0647, 0.0988], [0.0546, -0.0796, 0.2659], [0.5327, -0.7562, -0.2677], [0.1089, 0.6456, -0.2688], [1.0961, -0.6758, 0.6244], [-1.3536, -0.3559, -0.3357], [-0.3069, 0.5937, -0.2444], [-0.0639, 0.2024, 0.6230], [0.4593, -0.4518, 0.5039], [0.7552, -0.4621, -0.2839], [0.0491, 0.6288, -0.5794], [0.5570, 0.2249, -0.0878], [-1.0362, -0.3967, 0.0660], [0.1906, 0.7323, 0.6809], [0.1344, -0.5954, -0.5927], [0.1911, -0.3458, -0.1340], [-0.0004, 0.4208, 0.2244], [-0.2592, -0.1049, -0.0768], [-0.2259, -0.2241, 0.0836], [0.2864, -0.2538, -0.3418], [0.5516, 0.3500, 0.0937], [-0.3519, -0.0046, 0.0121]]
}


> What is the formula in the second record?

C9H9ClFN5O4S2